ORCA calculation (ωB97M-V with the def2-TZVPD basis set) on a molecular structure, C48H60Br48N3O5S2 in a non-equilibrium geometry.

Summary:
Charge: +1
Largest force on an atom, eV/Å: 1.77
Kohn-Sham gap, eV: 6.7
Energy above the lowest of the compared OMol25 structures with the same formula, charge and spin, eV: 0.000

Geometry as XYZ:
```
166
Properties=species:S:1:pos:R:3:forces:R:3
C -4.4004 -0.5004 0.5004 0.0 0.0 -0.3
C -5.3671 -1.3694 1.2973 0.1 0.8 0.2
O -4.7705 -2.4626 1.9745 -0.2 -0.2 0.0
C -4.8375 -3.6893 1.2918 0.0 -0.4 -0.4
C -3.6758 -3.9432 0.3180 0.3 0.4 0.0
C -2.3468 -3.2852 0.7169 0.3 -0.2 -0.1
C -1.3639 -4.2318 1.4190 -0.1 -0.1 0.2
C -0.4418 -5.0107 0.4405 -0.3 0.1 0.0
C 1.0171 -4.8139 0.7147 0.4 -0.1 0.1
C 1.6118 -3.5873 0.4141 0.7 0.4 -0.2
C 0.8235 -2.4498 -0.1445 -0.2 -0.3 0.0
C 0.3563 -1.5075 0.7672 0.0 -0.2 0.2
C -0.3797 -0.4189 0.3533 0.0 -0.2 -0.5
C -0.6415 -0.2825 -1.0057 0.2 -0.2 0.4
C -0.1481 -1.2043 -1.9214 -0.1 -0.5 -0.1
C 0.6033 -2.3271 -1.5182 -0.9 0.9 1.3
C 2.9904 -3.4122 0.6270 -0.2 -0.5 -0.1
C 3.7127 -2.1450 0.2239 0.2 0.7 -0.5
O 3.1708 -1.1548 -0.1693 -0.1 -0.3 0.2
O 5.0685 -2.2088 0.3196 -0.5 -0.8 0.9
C 5.5644 -1.4742 1.4838 0.5 0.4 -0.3
O 6.3621 -0.4542 1.0574 -0.1 0.3 0.8
C 5.6494 0.7300 0.6886 0.0 0.4 -0.8
C 6.4323 1.9926 1.0122 -0.2 0.0 0.1
O 5.5014 3.0222 1.3182 0.2 -0.2 0.0
C 6.0012 3.9212 2.2858 -0.2 0.7 0.5
C 5.0496 5.1014 2.4294 0.1 -0.6 -0.1
C 3.7375 -4.4510 1.1719 -0.6 0.2 -0.2
C 3.1255 -5.6471 1.4889 0.1 -0.2 -0.1
C 3.9521 -6.7572 2.0796 -0.3 0.0 0.0
C 3.7923 -6.9152 3.6068 -0.1 0.3 0.0
C 3.4063 -5.6334 4.3536 0.2 -0.3 0.2
S 3.8938 -5.8428 6.0845 -0.3 -0.3 0.2
C 3.1131 -4.5014 6.8548 0.2 0.4 -0.3
S 2.5761 -3.1812 6.0731 -0.1 0.1 0.1
N 2.9887 -4.7045 8.2412 -0.5 -0.7 -0.7
C 3.6133 -4.0908 9.3031 -0.2 0.0 0.4
C 3.1118 -4.7187 10.4110 0.3 0.4 -0.6
N 2.2020 -5.6742 10.0498 -0.6 -0.3 -0.1
C 2.1212 -5.6621 8.7456 1.0 0.5 1.2
N 1.7897 -5.8121 1.2529 0.1 0.5 0.0
C 1.1215 -7.0782 1.5918 -0.4 -0.2 -0.1
H -3.6602 -1.0738 -0.0546 0.0 -0.1 0.0
H -3.8703 0.2151 1.1258 0.1 -0.1 0.1
H -4.9689 0.0692 -0.2349 0.0 0.1 0.0
H -6.1989 -1.6685 0.6572 0.0 -0.4 0.0
H -5.7973 -0.7375 2.0743 -0.1 -0.1 0.1
H -4.8934 -4.4976 2.0200 0.1 0.1 0.3
H -5.7670 -3.7575 0.7205 -0.1 0.1 0.0
H -3.9579 -3.5806 -0.6706 0.0 0.1 0.0
H -3.4964 -5.0137 0.2009 -0.3 -0.1 0.0
H -1.8871 -2.9142 -0.1998 0.2 0.1 0.0
H -2.4713 -2.4184 1.3581 -0.4 0.0 0.0
H -0.7624 -3.6796 2.1407 0.1 0.1 0.0
H -1.9399 -4.9431 2.0202 0.2 0.0 -0.2
H -0.7538 -6.0459 0.4133 0.2 -0.2 0.0
H -0.6178 -4.6223 -0.5621 0.1 0.0 -0.1
H 0.5599 -1.6519 1.8219 0.1 0.0 0.0
H -0.7640 0.3050 1.0563 0.0 0.0 0.1
H -1.2126 0.5760 -1.3257 -0.1 0.0 -0.2
H -0.3414 -1.0223 -2.9793 -0.1 -0.6 0.5
H 1.0153 -3.0703 -2.1978 -0.5 0.1 0.5
H 4.7121 -1.1320 2.0796 -0.1 0.1 -0.1
H 6.1612 -2.1393 2.1047 0.1 -0.3 -0.3
H 4.6713 0.8023 1.1641 0.0 -0.2 0.2
H 5.4859 0.6985 -0.3891 -0.2 -0.1 0.0
H 7.0960 1.8125 1.8603 0.1 -0.1 0.0
H 7.0138 2.3028 0.1441 0.3 0.0 0.1
H 7.0006 4.3006 2.0521 -0.1 -0.2 -0.3
H 6.0723 3.4315 3.2657 0.2 -0.2 0.0
H 4.6558 5.3686 1.4509 0.0 0.2 0.0
H 4.2205 4.8237 3.0760 -0.2 0.1 0.0
H 5.5852 5.9385 2.8684 -0.1 0.2 0.0
H 4.7970 -4.3142 1.3132 0.1 -0.2 0.0
H 3.6764 -7.7035 1.6214 0.2 -0.1 -0.2
H 4.9846 -6.5784 1.7976 0.1 0.2 0.1
H 2.9980 -7.6384 3.7762 0.1 -0.2 0.3
H 4.7244 -7.2970 4.0179 0.0 -0.3 -0.1
H 3.8803 -4.7339 3.9719 0.0 0.1 -0.1
H 2.3227 -5.5282 4.3655 -0.1 0.4 -0.1
H 4.3358 -3.2988 9.1650 -0.4 -0.4 0.1
H 3.3947 -4.5075 11.4265 -0.1 -0.2 0.1
H 1.4857 -6.2735 8.1314 0.0 0.0 -0.1
H 0.3555 -6.9098 2.3430 0.0 0.1 0.1
H 0.6314 -7.4807 0.7125 0.1 0.0 -0.2
H 1.8097 -7.8279 1.9463 0.2 0.1 0.1
C -5.6869 1.7447 -4.4017 0.0 0.2 0.0
Br -6.1452 1.9736 -6.2553 0.0 0.0 0.0
Br -6.8472 0.4619 -3.5616 0.2 -0.3 -0.2
Br -3.8183 1.3315 -4.1921 -0.2 -0.5 -0.2
H -5.8643 2.6907 -3.9036 0.0 0.0 0.0
C -2.1249 -6.1065 5.2442 -0.1 0.0 0.0
Br -0.5847 -5.0882 5.7839 0.1 0.1 -0.1
Br -3.3650 -5.0452 4.2301 -0.1 0.0 0.3
Br -1.6198 -7.7022 4.2902 0.1 0.0 0.0
H -2.6336 -6.4287 6.1434 0.0 0.0 0.0
C -5.5995 -7.7596 6.0603 -0.1 0.0 0.0
Br -5.2121 -8.8271 4.5073 -0.1 0.0 0.0
Br -7.4327 -7.9235 6.6015 0.1 0.0 0.0
Br -4.3867 -8.1532 7.5066 0.0 0.0 0.0
H -5.4377 -6.7272 5.7836 0.0 0.0 0.0
C -9.2798 2.8588 0.2910 0.0 0.0 0.0
Br -10.8826 3.6906 -0.3632 0.1 0.0 0.0
Br -8.4372 1.7852 -1.0716 -0.1 0.2 0.2
Br -8.0497 4.1432 1.0297 0.0 0.0 0.0
H -9.5672 2.1956 1.0937 0.0 0.0 0.0
C -4.0256 5.4878 -3.5322 0.0 0.1 0.0
Br -4.0486 5.0487 -5.3982 0.0 -0.1 0.0
Br -5.8020 5.7143 -2.8296 0.0 0.0 0.0
Br -3.0288 4.1934 -2.5178 0.2 0.3 0.3
H -3.5188 6.4368 -3.4342 0.0 0.0 0.0
C 2.4747 -1.9592 -5.8322 0.0 -0.1 -0.1
Br 1.7037 -2.2164 -4.0748 0.9 0.1 -1.5
Br 3.0125 -3.6351 -6.6134 0.0 0.0 0.0
Br 1.2954 -0.9922 -6.9953 0.0 0.0 0.1
H 3.3662 -1.3612 -5.7032 0.0 0.0 0.0
C 0.9999 2.5711 -4.6626 0.0 0.0 -0.1
Br 0.3429 2.8951 -6.4422 -0.1 -0.1 0.1
Br 0.0862 1.1176 -3.7809 0.2 0.8 -0.5
Br 2.8989 2.2713 -4.6282 0.0 0.0 -0.1
H 0.7995 3.4680 -4.0943 0.0 0.0 0.0
C 5.1184 -0.7680 7.0512 -0.1 0.1 0.0
Br 6.2129 -0.3320 5.5336 0.0 0.0 -0.1
Br 6.0447 -1.9357 8.2669 0.5 0.3 -0.2
Br 4.4473 0.7947 7.9408 0.1 0.0 0.0
H 4.2636 -1.3153 6.6805 0.0 0.0 0.0
C -4.5703 7.9930 -8.1472 0.0 -0.1 0.0
Br -4.6775 8.5839 -6.3203 0.0 0.1 0.1
Br -2.9614 6.9808 -8.4452 0.1 0.1 0.0
Br -6.1390 7.0106 -8.6634 0.0 0.0 0.0
H -4.5201 8.8707 -8.7742 0.0 0.0 0.0
C 3.1468 6.6989 -3.3386 0.0 0.0 -0.1
Br 4.7777 6.4427 -2.3536 0.0 0.0 0.0
Br 3.3820 6.3451 -5.2151 0.0 -0.1 0.0
Br 1.7007 5.6743 -2.5848 0.0 0.0 0.0
H 2.8745 7.7397 -3.2408 0.0 0.0 0.0
C 0.5088 7.0308 1.5214 0.0 0.0 -0.1
Br 2.1598 7.8903 2.0021 0.0 0.0 0.0
Br -0.3978 7.9862 0.1211 0.0 0.0 0.0
Br 0.7857 5.1855 1.0460 0.0 -0.1 0.1
H -0.1263 7.0445 2.3946 0.0 0.0 0.0
C 4.2717 5.2436 -9.3450 0.0 0.0 -0.1
Br 5.9015 5.0019 -8.3523 0.0 0.0 0.0
Br 4.5137 4.8867 -11.2187 0.0 0.0 0.0
Br 2.8351 4.2018 -8.5984 0.1 0.0 0.1
H 3.9938 6.2833 -9.2522 0.0 0.0 0.0
C -14.0850 2.9756 -2.7048 0.0 0.0 0.0
Br -13.6335 1.1475 -2.3126 0.0 0.0 0.0
Br -14.3263 4.0049 -1.0958 -0.1 0.0 0.0
Br -12.7985 3.7897 -3.8795 0.0 0.0 0.0
H -15.0323 2.9679 -3.2232 0.0 0.0 0.0
C 10.1539 3.9851 0.6376 0.0 0.0 0.0
Br 8.7164 4.7647 -0.3796 0.0 0.0 0.0
Br 9.6656 3.6742 2.4769 0.1 0.0 -0.1
Br 10.8256 2.3870 -0.1910 -0.1 0.0 0.0
H 10.9572 4.7069 0.6440 0.0 0.0 0.0
C -3.1456 3.8946 -11.3659 0.0 0.0 0.0
Br -4.3864 4.8730 -12.4609 0.0 0.0 0.0
Br -3.8757 3.5390 -9.6225 0.0 -0.1 0.0
Br -2.5459 2.2837 -12.2274 0.0 0.0 0.0
H -2.2789 4.5241 -11.2260 0.0 0.0 0.0
C -3.6417 10.8842 -3.2518 -0.1 0.1 0.0
Br -2.8480 9.1646 -2.8837 0.1 0.0 0.0
Br -4.5554 11.5798 -1.7129 0.0 0.0 0.0
Br -2.3440 12.1206 -3.9395 0.0 0.0 0.0
H -4.3820 10.7334 -4.0245 0.0 0.0 0.0
```
Positions in Å, forces in eV/Å.